A structure of composition C39H81AlBBr3Cl4F4IMgN2O12V. Source: OMol25; level of theory: ωB97M-V/def2-TZVPD.

Output
E_LUMO: -5.49 eV
M: 1467.54 g mol⁻¹
Electronic energy: -14218.095305 Ha

```
! wB97M-V def2-TZVPD RIJCOSX def2/J DEFGRID3
* xyz 0 1
C 1.027 -3.487 -0.662
C 0.109 -3.562 0.551
C -0.968 -2.454 0.650
C -0.879 -1.279 -0.304
C -2.178 -0.489 -0.029
C -1.935 0.563 1.061
C -1.301 1.858 0.477
C 0.095 2.087 1.069
C 0.936 2.947 0.107
C 2.427 2.853 0.493
C 3.304 3.225 -0.718
C 4.714 2.563 -0.832
C 4.826 2.068 -2.277
C 6.212 2.091 -2.942
C 6.678 0.751 -3.526
C 5.563 -0.051 -4.225
C 5.146 -1.228 -3.340
C 4.068 -2.097 -3.956
C 2.668 -1.446 -3.971
O 5.628 3.635 -0.491
B 5.812 3.618 0.908
C 7.326 3.990 1.431
C 4.928 4.822 1.832
N 4.570 4.268 3.082
O 5.239 2.358 1.390
C 5.099 1.583 0.275
I 7.147 0.655 0.143
O 4.283 0.503 0.319
C 4.119 -0.111 1.613
C 3.845 -1.591 1.385
C 2.827 -2.118 2.402
C 2.885 -3.646 2.476
H 0.498 -3.771 -1.562
H 1.500 -2.515 -0.773
H 1.829 -4.207 -0.516
H 0.709 -3.581 1.456
H -0.420 -4.505 0.532
H -0.959 -2.050 1.662
H -1.942 -2.893 0.481
H -0.811 -1.566 -1.349
H -0.024 -0.631 -0.120
H -2.895 -1.185 0.399
H -2.606 -0.062 -0.937
H -1.239 0.157 1.785
H -2.859 0.802 1.582
H -1.909 2.743 0.663
H -1.235 1.748 -0.601
H 0.582 1.117 1.088
H 0.032 2.544 2.051
H 0.615 3.987 0.132
H 0.774 2.522 -0.878
H 2.548 3.517 1.342
H 2.562 1.836 0.832
H 3.466 4.297 -0.677
H 2.707 3.058 -1.603
H 4.378 1.078 -2.265
H 4.189 2.680 -2.900
H 6.204 2.808 -3.756
H 6.983 2.438 -2.265
H 7.440 0.975 -4.271
H 7.158 0.100 -2.805
H 5.848 -0.413 -5.204
H 4.690 0.578 -4.383
H 6.037 -1.848 -3.222
H 4.891 -0.909 -2.331
H 3.988 -2.994 -3.344
H 4.373 -2.454 -4.937
H 2.637 -0.608 -3.279
H 2.374 -1.148 -4.969
H 1.952 -2.174 -3.606
H 7.364 3.731 2.483
H 8.051 3.371 0.908
H 7.583 5.028 1.259
H 5.603 5.644 2.032
H 4.102 5.186 1.217
H 4.356 5.046 3.706
H 3.716 3.723 3.020
H 3.257 0.358 2.080
H 5.002 -0.007 2.236
H 3.409 -1.648 0.389
H 4.769 -2.161 1.350
H 1.849 -1.778 2.078
H 3.099 -1.710 3.373
H 1.936 -4.020 2.851
H 3.675 -3.934 3.161
H 3.052 -4.108 1.508
C -5.907 3.621 -3.468
C -5.585 2.931 -2.155
C -4.483 3.613 -1.322
O -3.196 3.355 -1.795
C -2.757 4.204 -2.856
N -5.258 1.505 -2.410
H -5.140 3.431 -4.214
H -6.850 3.251 -3.873
H -6.001 4.697 -3.330
H -6.520 2.975 -1.554
H -4.513 3.191 -0.301
H -4.660 4.688 -1.212
H -3.148 5.218 -2.748
H -3.037 3.795 -3.828
H -1.671 4.241 -2.811
H -5.124 1.002 -1.519
H -4.323 1.492 -2.816
C -3.764 -5.185 2.693
Cl -5.216 -6.122 2.388
Cl -2.405 -5.858 1.784
Cl -3.959 -3.463 2.277
H -3.540 -5.247 3.750
Mg -6.618 1.741 -0.476
Cl -6.618 -3.185 1.669
O 3.879 0.388 -7.002
V 3.369 -1.026 -7.816
O 2.847 -2.409 -8.667
O -5.088 4.534 2.073
H -4.920 3.766 2.636
H -4.212 4.857 1.834
O -0.588 -6.623 -1.649
C -1.274 -7.603 -1.766
O -1.358 -8.201 -2.969
C -2.007 -9.457 -3.181
C -3.501 -9.294 -3.374
C -2.101 -8.121 -0.612
H -1.766 -10.157 -2.379
H -1.563 -9.860 -4.089
H -3.979 -8.875 -2.488
H -3.965 -10.257 -3.591
H -3.701 -8.613 -4.201
H -3.021 -7.542 -0.555
H -1.530 -7.976 0.300
H -2.342 -9.180 -0.669
C 5.082 2.041 6.771
Br 4.561 3.876 7.053
Br 4.998 1.565 4.907
Br 6.817 1.672 7.519
H 4.369 1.423 7.295
F -8.585 4.824 3.913
Al -7.463 5.156 5.172
F -8.135 4.701 6.663
F -7.080 6.811 5.181
F -6.041 4.242 4.876
C -9.861 0.732 3.258
C -9.428 1.804 4.243
O -8.156 1.313 4.685
C -7.663 0.498 3.739
O -6.555 0.066 3.713
O -8.603 0.226 2.785
H -10.454 1.126 2.436
H -10.409 -0.083 3.733
H -9.280 2.782 3.778
H -10.109 1.915 5.081
*
```

***

A cluster of 3 separate species, C39H83N2O11P2 in total. Source: OMol25; level of theory: ωB97M-V/def2-TZVPD.

Output
E_LUMO: -3.79 eV
M: 818.04 g mol⁻¹
Electronic energy: -3155.294983 Ha

```
! wB97M-V def2-TZVPD RIJCOSX def2/J DEFGRID3
* xyz 1 1
C -0.062 -2.216 5.881
C -0.885 -2.939 5.026
C -0.827 -3.169 3.544
C 0.224 -4.310 3.276
C 1.444 -4.399 4.207
C 2.300 -5.600 3.722
O 0.563 -4.531 1.911
C -0.257 -3.814 1.000
C 0.195 -4.223 -0.402
C 0.219 -5.765 -0.472
O -1.107 -6.275 -0.316
C -1.195 -7.205 0.689
O -1.877 -8.185 0.570
C -0.070 -2.294 1.307
C -0.753 -1.632 0.053
C 1.373 -1.774 1.170
C 2.599 -2.261 1.956
C 3.084 -1.339 3.106
C 4.612 -1.387 3.286
C 5.090 -0.913 4.674
C 4.268 0.270 5.246
C 5.152 1.284 6.032
N -0.861 -1.976 2.597
C -0.310 -0.664 3.094
N -1.112 0.050 4.074
C -2.318 -1.722 2.265
C -3.340 -1.752 3.424
C -4.546 -0.808 3.128
C -4.726 0.238 4.250
C -5.074 -0.433 5.613
C -3.956 -0.219 6.654
C -4.191 0.976 7.591
H 0.719 -2.718 6.458
H -0.156 -1.143 6.052
H -1.686 -3.483 5.543
H -1.747 -3.697 3.286
H -0.300 -5.237 3.564
H 1.142 -4.664 5.219
H 2.036 -3.483 4.233
H 1.586 -6.403 3.498
H 2.832 -5.377 2.799
H 2.936 -5.985 4.516
H -1.318 -4.095 1.073
H -0.512 -3.934 -1.178
H 1.207 -3.907 -0.663
H 0.558 -6.002 -1.485
H 0.953 -6.206 0.203
H -0.643 -6.961 1.615
H -1.640 -2.184 -0.261
H -0.996 -0.582 0.234
H -0.099 -1.638 -0.814
H 1.440 -0.683 1.125
H 1.635 -2.037 0.144
H 2.654 -3.317 2.204
H 3.453 -2.152 1.271
H 2.847 -0.325 2.757
H 2.523 -1.473 4.039
H 5.006 -2.372 3.022
H 5.017 -0.659 2.573
H 5.061 -1.748 5.380
H 6.129 -0.583 4.600
H 3.730 0.818 4.473
H 3.571 -0.155 5.975
H 6.208 1.036 5.930
H 4.864 1.324 7.084
H 4.984 2.292 5.647
H -0.185 0.030 2.265
H 0.630 -0.877 3.598
H -1.645 0.784 3.621
H -0.501 0.533 4.720
H -2.431 -0.729 1.836
H -2.688 -2.485 1.583
H -3.780 -2.751 3.506
H -2.976 -1.496 4.415
H -4.456 -0.295 2.165
H -5.466 -1.398 3.133
H -3.753 0.725 4.369
H -5.474 0.984 3.981
H -5.142 -1.512 5.435
H -6.041 -0.099 5.988
H -2.982 -0.077 6.173
H -3.866 -1.114 7.279
H -3.844 1.926 7.175
H -5.240 1.079 7.876
H -3.632 0.839 8.521
O 3.676 1.398 -1.727
P 3.490 2.703 -2.418
O 4.605 3.695 -1.781
C 5.984 3.484 -2.102
C 6.304 3.829 -3.546
O 2.143 3.277 -1.673
C 1.364 2.432 -0.844
C 1.827 2.504 0.600
O 3.173 3.651 -3.720
C 2.780 2.993 -4.947
C 1.502 2.194 -4.786
H 6.259 2.448 -1.883
H 6.559 4.126 -1.436
H 5.837 3.119 -4.233
H 7.381 3.800 -3.716
H 5.932 4.821 -3.797
H 1.384 1.404 -1.214
H 0.327 2.769 -0.915
H 2.910 2.439 0.690
H 1.379 1.699 1.192
H 1.535 3.456 1.047
H 3.595 2.348 -5.287
H 2.645 3.773 -5.695
H 1.638 1.366 -4.080
H 1.193 1.771 -5.742
H 0.700 2.822 -4.399
O -2.807 5.036 -9.592
P -2.948 4.011 -8.527
O -1.494 3.962 -7.788
C -1.093 5.066 -6.979
C -1.898 5.156 -5.693
O -2.880 2.621 -9.382
C -2.982 2.624 -10.807
C -1.619 2.726 -11.462
O -3.745 3.225 -7.316
C -5.132 3.569 -7.106
C -5.986 3.286 -8.326
H -1.173 5.996 -7.548
H -0.040 4.915 -6.739
H -2.935 5.432 -5.897
H -1.476 5.912 -5.028
H -1.910 4.196 -5.177
H -3.641 3.425 -11.143
H -3.458 1.685 -11.095
H -1.004 3.499 -11.003
H -1.716 2.944 -12.527
H -1.075 1.786 -11.355
H -5.204 4.624 -6.826
H -5.479 2.979 -6.259
H -5.691 3.915 -9.172
H -7.036 3.487 -8.112
H -5.878 2.249 -8.640
*
```

***

A cluster of 7 separate species, C39H84NO8 in total. Source: OMol25; level of theory: ωB97M-V/def2-TZVPD.

Output
E_LUMO: -2.37 eV
M: 695.10 g mol⁻¹
Electronic energy: -2192.720379 Ha

```
! wB97M-V def2-TZVPD RIJCOSX def2/J DEFGRID3
* xyz 1 1
C -1.448 3.554 -4.179
C -0.097 2.937 -3.898
C 1.044 3.703 -3.726
C 2.271 3.108 -3.491
C 2.376 1.726 -3.406
C 1.237 0.943 -3.559
C 1.362 -0.566 -3.408
C 1.135 -1.107 -1.965
C 0.000 -2.149 -1.948
C -1.406 -1.621 -2.312
C -1.941 -2.282 -3.589
O -2.261 -2.001 -1.216
C 0.823 0.005 -0.977
N 1.071 -0.549 0.401
C 2.555 -0.599 0.571
C 3.205 -1.157 -0.714
O 2.292 -1.853 -1.544
C 0.016 1.552 -3.815
H -2.019 3.601 -3.247
H -1.989 2.910 -4.869
H -1.371 4.568 -4.566
H 0.979 4.783 -3.784
H 3.167 3.704 -3.370
H 3.341 1.263 -3.234
H 0.719 -1.076 -4.123
H 2.382 -0.835 -3.682
H -0.068 -2.606 -0.957
H 0.264 -2.956 -2.630
H -1.430 -0.539 -2.439
H -2.792 -1.699 -3.948
H -1.200 -2.301 -4.390
H -2.249 -3.305 -3.386
H -2.917 -1.307 -1.092
H 1.489 0.864 -1.058
H -0.186 0.391 -1.073
H 0.656 0.104 1.070
H 0.638 -1.467 0.513
H 2.836 -1.127 1.478
H 2.876 0.437 0.684
H 3.709 -0.370 -1.280
H 3.943 -1.888 -0.390
H -0.846 0.906 -3.953
C -3.088 1.430 3.568
C -2.026 2.352 3.003
O -1.671 2.063 1.653
C -2.720 2.159 0.703
C -3.349 3.536 0.597
H -2.765 0.391 3.502
H -3.264 1.664 4.617
H -4.039 1.524 3.041
H -1.104 2.232 3.572
H -2.320 3.401 3.102
H -3.483 1.398 0.904
H -2.266 1.898 -0.258
H -3.832 3.835 1.527
H -4.106 3.542 -0.187
H -2.592 4.284 0.359
C 6.519 -4.618 1.149
C 6.871 -3.168 0.866
O 6.314 -2.247 1.794
C 6.707 -2.421 3.148
C 8.202 -2.301 3.379
H 5.436 -4.753 1.174
H 6.931 -5.261 0.371
H 6.918 -4.957 2.105
H 6.464 -2.882 -0.106
H 7.955 -3.038 0.800
H 6.329 -3.373 3.536
H 6.191 -1.633 3.698
H 8.762 -3.080 2.861
H 8.422 -2.388 4.443
H 8.568 -1.336 3.026
C -0.180 6.177 -8.636
C -1.444 6.290 -7.801
O -1.259 6.944 -6.557
C -0.796 8.283 -6.620
C -1.719 9.224 -7.375
H 0.602 5.660 -8.077
H -0.385 5.616 -9.548
H 0.208 7.153 -8.927
H -1.802 5.291 -7.548
H -2.243 6.773 -8.373
H 0.217 8.319 -7.035
H -0.720 8.608 -5.582
H -1.814 8.949 -8.427
H -1.329 10.241 -7.334
H -2.717 9.214 -6.936
C 0.242 -1.742 6.716
C -0.917 -0.763 6.690
O -1.776 -0.906 5.568
C -2.417 -2.163 5.432
C -3.304 -2.538 6.605
H 0.839 -1.653 5.805
H 0.881 -1.545 7.577
H -0.095 -2.776 6.793
H -0.533 0.256 6.628
H -1.493 -0.824 7.619
H -1.679 -2.950 5.239
H -3.027 -2.078 4.531
H -2.736 -2.652 7.529
H -3.805 -3.486 6.406
H -4.062 -1.771 6.772
C -4.829 -3.801 -6.215
C -5.812 -2.678 -5.936
O -5.401 -1.416 -6.433
C -5.214 -1.329 -7.836
C -6.460 -1.633 -8.648
H -3.848 -3.550 -5.807
H -5.175 -4.727 -5.754
H -4.706 -3.989 -7.282
H -5.911 -2.541 -4.859
H -6.810 -2.933 -6.310
H -4.381 -1.968 -8.152
H -4.904 -0.300 -8.019
H -6.800 -2.660 -8.511
H -6.257 -1.492 -9.710
H -7.276 -0.970 -8.358
C 1.540 -1.670 11.836
C 1.187 -2.906 11.027
O 1.740 -2.921 9.722
C 3.154 -2.881 9.644
C 3.847 -4.047 10.328
H 1.228 -0.766 11.310
H 1.037 -1.701 12.803
H 2.612 -1.594 12.023
H 0.107 -2.947 10.880
H 1.464 -3.816 11.571
H 3.533 -1.927 10.027
H 3.382 -2.902 8.577
H 3.663 -4.059 11.403
H 4.925 -3.980 10.179
H 3.496 -4.994 9.918
*
```